{"formula": "C23H69InN9O4P4", "method": "ωB97M-V/def2-TZVPD", "multiplicity": 1, "homo_lumo_gap_ev": 4.360, "charge": -1, "total_energy_ev": -88886.0617, "lumo_ev": -0.06, "homo_ev": -4.42, "species": ["C", "C", "C", "C", "C", "In", "P", "O", "H", "H", "H", "H", "H", "H", "H", "H", "H", "H", "H", "H", "H", "H", "H", "O", "P", "N", "C", "C", "N", "C", "C", "N", "C", "C", "H", "H", "H", "H", "H", "H", "H", "H", "H", "H", "H", "H", "H", "H", "H", "H", "H", "H", "O", "P", "N", "C", "C", "N", "C", "C", "N", "C", "C", "H", "H", "H", "H", "H", "H", "H", "H", "H", "H", "H", "H", "H", "H", "H", "H", "H", "H", "O", "P", "N", "C", "C", "N", "C", "C", "N", "C", "C", "H", "H", "H", "H", "H", "H", "H", "H", "H", "H", "H", "H", "H", "H", "H", "H", "H", "H"], "xyz": [[-7.44348, -0.12369, 3.28983], [-6.88097, -1.65576, 3.13593], [-6.09458, -1.72055, 1.66203], [-5.83841, -2.13735, 4.30496], [-5.31793, -0.94560, 5.30717], [-3.80116, 0.47617, 4.35780], [-4.82722, 2.75345, 3.73453], [-6.18077, 3.04368, 4.54210], [-8.33537, 0.06101, 2.51798], [-7.81016, 0.16020, 4.37379], [-6.56516, 0.59088, 2.91281], [-7.83323, -2.36231, 3.10332], [-5.53101, -2.75942, 1.56706], [-5.34679, -0.79623, 1.57789], [-6.89070, -1.56885, 0.81733], [-4.89142, -2.68851, 3.84561], [-6.36275, -2.94882, 5.00606], [-6.20388, -0.37245, 5.86441], [-4.72279, -1.49391, 6.18504], [-3.23271, -0.32755, 2.82409], [-2.40434, 0.69818, 5.48336], [-5.23813, 2.61955, 2.33104], [-3.87982, 3.83791, 3.79180], [0.41442, 0.10679, 2.35787], [1.52305, -0.29308, 1.35359], [0.65614, 0.19630, 0.00702], [-0.36192, -0.50086, -0.73608], [0.61090, 1.63270, -0.23834], [1.45858, -1.94708, 1.77570], [0.86005, -3.02768, 1.01734], [1.23166, -2.21177, 3.20538], [2.79750, -0.75277, 0.19909], [2.71703, -1.19004, -1.18111], [4.10187, -0.99744, 0.80176], [-0.31055, -0.21397, -1.79777], [-1.36692, -0.28533, -0.36886], [-0.22300, -1.58014, -0.74812], [1.47709, 1.93766, -0.83282], [0.63068, 2.19832, 0.69968], [-0.29245, 1.94738, -0.77665], [-0.21245, -2.87837, 0.85445], [0.95367, -3.99637, 1.54740], [1.35713, -3.20000, 0.06975], [0.15971, -2.17737, 3.45858], [1.75623, -1.48375, 3.83440], [1.61590, -3.19740, 3.50534], [1.95083, -1.94716, -1.35512], [3.65614, -1.64220, -1.52469], [2.52008, -0.34809, -1.84662], [4.21591, -2.05013, 1.08006], [4.22378, -0.39284, 1.70717], [4.92000, -0.71892, 0.12944], [3.39525, -3.63145, -3.64344], [4.42622, -4.78310, -3.73487], [4.34086, -4.89686, -5.40342], [3.38966, -5.59271, -6.23149], [5.05469, -3.87001, -6.15276], [3.46585, -5.85959, -2.82006], [2.68616, -6.97906, -3.30990], [2.72524, -5.23735, -1.71107], [5.61139, -6.10700, -3.83997], [5.75094, -7.18373, -4.80112], [6.39749, -6.31436, -2.63021], [3.88512, -5.95220, -7.14659], [2.54810, -4.96061, -6.52055], [2.99905, -6.49795, -5.77076], [6.09475, -4.17325, -6.30446], [5.05760, -2.91462, -5.61666], [4.61498, -3.67587, -7.13957], [1.91587, -6.66971, -4.02406], [2.14809, -7.49031, -2.48698], [3.30040, -7.75940, -3.74404], [1.77676, -4.79446, -2.05544], [3.31585, -4.45063, -1.22827], [2.48901, -5.96228, -0.91876], [4.81016, -7.68439, -5.03530], [6.41909, -7.97506, -4.43807], [6.18399, -6.82039, -5.73440], [5.91198, -7.03451, -1.96367], [6.51325, -5.37198, -2.08368], [7.40848, -6.66845, -2.85699], [-0.08252, 5.04804, 0.14726], [-1.00660, 6.01774, 0.92398], [-2.05446, 6.25041, -0.36139], [-1.94861, 7.14481, -1.48545], [-2.99808, 5.17010, -0.62213], [0.22624, 7.17692, 1.15724], [0.39283, 8.43844, 0.46306], [1.56248, 6.61547, 1.41177], [-2.06891, 7.13248, 1.81687], [-2.89615, 8.23077, 1.35635], [-1.87335, 7.12988, 3.26125], [-2.95231, 7.47560, -1.79417], [-1.45977, 6.67964, -2.34334], [-1.42690, 8.07068, -1.25116], [-3.89928, 5.30708, -0.01734], [-2.56787, 4.19497, -0.36868], [-3.30593, 5.11445, -1.67425], [0.52123, 8.30638, -0.61636], [1.29612, 8.97763, 0.81155], [-0.41625, 9.13317, 0.65656], [2.07907, 6.35766, 0.47314], [1.50510, 5.71304, 2.03078], [2.20281, 7.31725, 1.96547], [-2.38978, 8.89337, 0.65271], [-3.21974, 8.87648, 2.18265], [-3.80608, 7.86151, 0.88071], [-1.12970, 7.87603, 3.55934], [-1.52154, 6.14832, 3.59731], [-2.80663, 7.32650, 3.79907]], "lowdin_charge": [-0.13, -0.39, -0.14, -0.30, -0.38, 0.25, 0.46, -0.69, 0.08, 0.09, 0.04, 0.12, 0.08, 0.05, 0.06, 0.09, 0.09, 0.04, 0.03, -0.11, -0.14, -0.07, -0.10, -0.28, 0.74, -0.36, -0.12, -0.12, -0.32, -0.13, -0.15, -0.31, -0.12, -0.16, 0.09, 0.09, 0.05, 0.07, 0.06, 0.08, 0.08, 0.09, 0.04, 0.09, 0.07, 0.07, 0.05, 0.07, 0.08, 0.07, 0.07, 0.07, -0.28, 0.74, -0.37, -0.13, -0.12, -0.32, -0.13, -0.16, -0.31, -0.12, -0.15, 0.09, 0.09, 0.05, 0.07, 0.07, 0.08, 0.08, 0.09, 0.06, 0.08, 0.06, 0.08, 0.06, 0.09, 0.08, 0.08, 0.07, 0.08, -0.29, 0.75, -0.37, -0.13, -0.11, -0.32, -0.13, -0.16, -0.31, -0.12, -0.15, 0.09, 0.08, 0.05, 0.08, 0.07, 0.08, 0.08, 0.09, 0.06, 0.08, 0.07, 0.08, 0.05, 0.09, 0.08, 0.07, 0.07, 0.08]}

{"formula": "C23H6Cl60FN3O2S", "method": "ωB97M-V/def2-TZVPD", "multiplicity": 1, "homo_lumo_gap_ev": 8.188, "charge": 0, "total_energy_ev": -797403.6578, "lumo_ev": -0.91, "homo_ev": -9.10, "species": ["O", "N", "O", "C", "C", "C", "C", "C", "F", "C", "C", "N", "S", "N", "C", "H", "H", "H", "H", "H", "H", "C", "Cl", "Cl", "Cl", "Cl", "C", "Cl", "Cl", "Cl", "Cl", "C", "Cl", "Cl", "Cl", "Cl", "C", "Cl", "Cl", "Cl", "Cl", "C", "Cl", "Cl", "Cl", "Cl", "C", "Cl", "Cl", "Cl", "Cl", "C", "Cl", "Cl", "Cl", "Cl", "C", "Cl", "Cl", "Cl", "Cl", "C", "Cl", "Cl", "Cl", "Cl", "C", "Cl", "Cl", "Cl", "Cl", "C", "Cl", "Cl", "Cl", "Cl", "C", "Cl", "Cl", "Cl", "Cl", "C", "Cl", "Cl", "Cl", "Cl", "C", "Cl", "Cl", "Cl", "Cl", "C", "Cl", "Cl", "Cl", "Cl"], "xyz": [[-2.97797, 1.50357, -1.51218], [-2.93544, 0.59163, -2.20867], [-1.99693, 0.84357, -3.34325], [-0.75710, 0.33536, -3.00939], [0.13587, 1.06004, -2.27785], [1.40029, 0.52048, -1.89698], [2.26778, 1.43762, -1.05731], [3.31405, 0.68998, -0.25759], [2.71746, -0.28260, 0.52250], [1.76400, -0.74093, -2.27167], [0.84583, -1.50972, -3.05080], [1.06165, -2.76119, -3.47162], [-0.27742, -3.17963, -4.28157], [-1.14275, -1.85272, -4.12986], [-0.41324, -0.98182, -3.42804], [-0.17113, 2.04862, -1.97199], [1.60642, 1.88905, -0.32059], [2.73789, 2.18449, -1.69158], [3.79378, 1.39252, 0.42182], [4.08804, 0.26089, -0.88977], [2.69625, -1.19790, -1.98739], [1.48146, 2.16288, -6.30593], [1.77896, 1.08160, -4.94600], [2.32474, 3.69402, -6.04627], [2.06099, 1.42118, -7.79779], [-0.25822, 2.46445, -6.41899], [-2.78735, 3.07266, 2.26346], [-1.42940, 2.52696, 1.26699], [-3.15112, 4.75879, 1.89151], [-4.20882, 2.07592, 1.93744], [-2.34208, 2.93351, 3.96713], [-0.69740, -2.15345, 3.24109], [-2.09942, -3.22758, 3.16152], [-1.26761, -0.49245, 3.40732], [0.29376, -2.58626, 4.63475], [0.25488, -2.29922, 1.76377], [-0.69659, 0.02676, -10.38903], [-2.02106, -0.51882, -11.42242], [-0.82641, -0.75451, -8.81010], [0.84789, -0.40282, -11.13425], [-0.78464, 1.77725, -10.19070], [2.37936, 0.53028, 6.26401], [2.07595, 0.17235, 4.56587], [1.23910, 1.75379, 6.83139], [2.18957, -0.94273, 7.22345], [4.03657, 1.11101, 6.42866], [-6.64804, -1.25145, 2.92658], [-6.80408, -1.13495, 4.71741], [-5.08048, -1.95725, 2.54090], [-7.93292, -2.26419, 2.27655], [-6.76031, 0.34459, 2.18952], [7.78821, -0.89857, 4.74516], [7.96833, -2.09141, 6.03096], [8.67675, 0.56743, 5.16927], [8.43521, -1.56420, 3.23985], [6.07878, -0.51034, 4.53672], [3.62188, -5.30208, 3.59680], [3.90955, -6.39166, 4.95530], [4.20136, -3.68176, 4.00965], [4.48935, -5.89237, 2.17585], [1.89459, -5.22759, 3.24631], [11.15608, -4.63103, 7.46125], [9.97197, -4.30233, 8.73301], [10.67415, -3.78553, 5.99126], [12.74621, -4.06533, 7.97913], [11.21915, -6.36854, 7.15359], [-7.30849, -0.22558, -2.06927], [-7.69125, -0.67823, -3.73465], [-8.39207, 1.07038, -1.54657], [-7.51477, -1.62393, -1.01590], [-5.63469, 0.32292, -1.98242], [-1.04911, 5.92032, -9.88135], [-2.55339, 6.76489, -9.50487], [-1.21106, 5.09555, -11.43440], [0.27404, 7.08492, -9.96821], [-0.70597, 4.73702, -8.61266], [-11.39260, -2.62267, 4.26024], [-12.62569, -2.32883, 5.49030], [-11.89355, -1.88396, 2.73494], [-9.85727, -1.92140, 4.76858], [-11.19230, -4.36324, 4.03082], [5.39121, -9.57230, 6.84107], [5.73377, -10.33622, 5.28792], [5.83318, -10.67021, 8.15095], [6.32710, -8.08134, 6.98224], [3.66644, -9.19988, 6.94459], [1.77877, 10.92606, -10.02094], [2.07046, 9.88675, -8.62329], [2.69100, 12.42637, -9.84200], [2.29702, 10.08988, -11.48779], [0.05534, 11.29019, -10.13007], [-6.56718, 3.57121, 5.48519], [-7.81491, 3.76502, 6.72046], [-7.07197, 4.39265, 4.00264], [-5.05756, 4.28167, 6.06166], [-6.34068, 1.85364, 5.14463]], "lowdin_charge": [0.05, -0.02, -0.06, -0.28, -0.01, -0.25, -0.11, -0.21, -0.06, 0.00, -0.38, -0.21, 1.02, -0.22, -0.32, 0.13, 0.11, 0.13, 0.12, 0.12, 0.12, -2.01, 0.66, 0.53, 0.53, 0.51, -2.03, 0.52, 0.54, 0.49, 0.51, -2.04, 0.51, 0.50, 0.49, 0.54, -2.06, 0.53, 0.51, 0.52, 0.48, -2.04, 0.50, 0.53, 0.52, 0.51, -1.98, 0.47, 0.52, 0.50, 0.48, -2.05, 0.50, 0.53, 0.52, 0.49, -2.04, 0.50, 0.50, 0.53, 0.51, -2.06, 0.52, 0.49, 0.53, 0.52, -2.04, 0.53, 0.52, 0.51, 0.58, -2.04, 0.53, 0.52, 0.51, 0.48, -2.05, 0.53, 0.52, 0.48, 0.52, -2.06, 0.53, 0.53, 0.51, 0.51, -2.07, 0.51, 0.53, 0.52, 0.52, -2.04, 0.53, 0.52, 0.52, 0.47]}